No. 1
C5H6O2 | ωB97M-V with the def2-TZVPD basis set

Values from the calculation:
molar mass = 98.10 g/mol
total energy = -344.5083 hartree
structure (SMILES) = C#C[C@H](C=O)CO
LUMO energy = 0.65 eV
energy above the lowest of the compared OMol25 structures with the same formula, charge and spin = 245.9 kJ/mol
net charge = 0
spin multiplicity = 1

Geometry as XYZ:
```
13
C5H6O2, DFT ωB97M-V with the def2-TZVPD basis set
C 2.50 -1.02 0.04
C 1.42 -0.56 -0.21
C 0.05 -0.10 -0.48
C 0.00 1.42 -0.46
O 0.02 2.04 0.57
C -0.97 -0.60 0.55
O -2.26 -0.12 0.25
H 3.47 -1.42 0.26
H -0.25 -0.42 -1.49
H -0.05 1.92 -1.44
H -0.65 -0.34 1.57
H -1.00 -1.69 0.46
H -2.26 0.84 0.40
```

No. 2
C5H6O2 | ωB97M-V with the def2-TZVPD basis set

Values from the calculation:
molar mass = 98.10 g/mol
total energy = -344.5101 hartree
structure (SMILES) = C#C[C@H](C=O)CO
LUMO energy = 0.57 eV
energy above the lowest of the compared OMol25 structures with the same formula, charge and spin = 240.9 kJ/mol
net charge = 0
spin multiplicity = 1

Geometry as XYZ:
```
13
C5H6O2, DFT ωB97M-V with the def2-TZVPD basis set
C -1.81 -0.73 1.97
C -1.09 -0.48 1.03
C -0.04 -0.33 0.02
C 1.24 0.18 0.69
O 2.19 0.57 0.06
C -0.25 0.53 -1.25
O 0.69 0.14 -2.22
H -2.45 -0.97 2.79
H 0.17 -1.34 -0.37
H 1.23 0.23 1.80
H -0.15 1.59 -1.00
H -1.25 0.37 -1.68
H 1.56 0.32 -1.82
```

No. 3
C5H6O2 | ωB97M-V with the def2-TZVPD basis set

Values from the calculation:
molar mass = 98.10 g/mol
total energy = -344.4437 hartree
structure (SMILES) = C#C[C@H](C=O)CO
LUMO energy = 0.65 eV
energy above the lowest of the compared OMol25 structures with the same formula, charge and spin = 415.3 kJ/mol
net charge = 0
spin multiplicity = 1

Geometry as XYZ:
```
13
C5H6O2, DFT ωB97M-V with the def2-TZVPD basis set
C 1.92 -0.69 0.89
C 1.04 -0.04 0.33
C -0.01 0.30 -0.65
C -0.55 1.73 -0.54
O -1.71 2.00 -0.38
C -0.99 -0.77 -0.17
O -0.63 -0.88 1.22
H 2.96 -0.84 0.78
H 0.42 0.18 -1.66
H 0.22 2.52 -0.64
H -0.88 -1.72 -0.71
H -2.03 -0.44 -0.20
H 0.24 -1.36 1.36
```

No. 4
C5H6O2 | ωB97M-V with the def2-TZVPD basis set

Values from the calculation:
molar mass = 98.10 g/mol
total energy = -344.4640 hartree
LUMO energy = -0.82 eV
energy above the lowest of the compared OMol25 structures with the same formula, charge and spin = 362.1 kJ/mol
net charge = 0
spin multiplicity = 1

Geometry as XYZ:
```
13
C5H6O2, DFT ωB97M-V with the def2-TZVPD basis set
C 0.37 0.89 1.68
C 0.35 0.79 0.17
O -0.95 0.43 -0.27
C -1.20 -0.62 -1.06
O -2.32 -0.87 -1.42
C -0.04 -1.47 -1.48
C 1.24 -1.38 -1.21
H 0.11 -0.07 2.13
H 1.36 1.18 2.03
H -0.35 1.64 2.02
H 1.11 0.04 -0.16
H -0.30 -2.31 -2.12
H 0.62 1.73 -0.32
```

No. 5
C5H6O2 | ωB97M-V with the def2-TZVPD basis set

Values from the calculation:
molar mass = 98.10 g/mol
total energy = -344.5540 hartree
LUMO energy = 0.81 eV
energy above the lowest of the compared OMol25 structures with the same formula, charge and spin = 125.9 kJ/mol
net charge = 0
spin multiplicity = 1

Geometry as XYZ:
```
13
C5H6O2, DFT ωB97M-V with the def2-TZVPD basis set
C 0.38 1.67 -0.29
C -0.14 0.29 -0.02
C -0.15 -0.49 1.24
C 0.46 -1.08 -0.03
C -0.69 -1.42 -0.93
O -1.09 -2.35 -1.56
O -1.27 -0.17 -0.83
H -0.34 2.42 0.04
H 0.55 1.80 -1.36
H 1.32 1.83 0.24
H -1.09 -0.88 1.61
H 0.57 -0.22 2.00
H 1.49 -1.42 -0.11
```

No. 6
C5H6O2 | ωB97M-V with the def2-TZVPD basis set

Values from the calculation:
molar mass = 98.10 g/mol
total energy = -344.5008 hartree
structure (SMILES) = C[C@]12OC=C[C@H]1O2
LUMO energy = 1.05 eV
energy above the lowest of the compared OMol25 structures with the same formula, charge and spin = 265.5 kJ/mol
net charge = 0
spin multiplicity = 1

Geometry as XYZ:
```
13
C5H6O2, DFT ωB97M-V with the def2-TZVPD basis set
C -1.61 -0.18 -0.32
C -0.17 -0.15 -0.52
O 0.58 -0.98 0.27
C 1.79 -0.49 0.36
C 1.91 0.84 -0.11
C 0.65 1.13 -0.71
O 0.31 0.17 -1.76
H -1.75 -1.26 0.17
H -2.20 -0.14 -1.26
H -1.76 0.66 0.40
H 2.50 -1.01 0.87
H 2.68 1.48 0.02
H 0.10 2.08 -0.91
```

No. 7
C5H6O2 | ωB97M-V with the def2-TZVPD basis set

Values from the calculation:
molar mass = 98.10 g/mol
total energy = -344.5222 hartree
structure (SMILES) = C#CC(=O)[C@@H](C)O
LUMO energy = -0.05 eV
energy above the lowest of the compared OMol25 structures with the same formula, charge and spin = 209.4 kJ/mol
net charge = 0
spin multiplicity = 1

Geometry as XYZ:
```
13
C5H6O2, DFT ωB97M-V with the def2-TZVPD basis set
C 2.83 0.43 0.23
C 1.78 -0.01 -0.16
C 0.53 -0.63 -0.55
O 0.45 -1.34 -1.54
C -0.68 -0.41 0.35
C -1.25 0.99 0.10
O -1.64 -1.39 0.10
H 3.78 0.80 0.56
H -0.33 -0.47 1.39
H -2.12 1.14 0.75
H -1.57 1.08 -0.94
H -0.51 1.77 0.32
H -1.27 -1.97 -0.59
```

No. 8
C5H6O2 | ωB97M-V with the def2-TZVPD basis set

Values from the calculation:
molar mass = 98.10 g/mol
total energy = -344.4894 hartree
structure (SMILES) = C[C@@H]1C=CC(=O)O1
LUMO energy = 0.06 eV
energy above the lowest of the compared OMol25 structures with the same formula, charge and spin = 295.3 kJ/mol
net charge = 0
spin multiplicity = 1

Geometry as XYZ:
```
13
C5H6O2, DFT ωB97M-V with the def2-TZVPD basis set
C -1.64 -0.60 -0.36
C -0.49 0.43 0.61
C 0.59 1.32 0.16
C 1.64 0.57 -0.25
C 1.36 -0.85 -0.06
O 1.93 -1.88 -0.32
O 0.10 -0.87 0.60
H -1.84 -1.68 -0.11
H -2.49 -0.02 -0.10
H -1.31 -0.52 -1.39
H -1.05 0.75 1.51
H 0.57 2.41 0.22
H 2.63 0.92 -0.52
```